No. 1
{
  "formula": "C26H75BrIN16O4P4",
  "method": "the ωB97M-V functional and the def2-TZVPD basis",
  "species": ["Br", "N", "C", "N", "C", "N", "N", "I", "H", "H", "H", "O", "P", "N", "C", "C", "N", "C", "C", "N", "C", "C", "H", "H", "H", "H", "H", "H", "H", "H", "H", "H", "H", "H", "H", "H", "H", "H", "H", "H", "O", "P", "N", "C", "C", "N", "C", "C", "N", "C", "C", "H", "H", "H", "H", "H", "H", "H", "H", "H", "H", "H", "H", "H", "H", "H", "H", "H", "H", "O", "P", "N", "C", "C", "N", "C", "C", "N", "C", "C", "H", "H", "H", "H", "H", "H", "H", "H", "H", "H", "H", "H", "H", "H", "H", "H", "H", "H", "O", "P", "N", "C", "C", "N", "C", "C", "N", "C", "C", "H", "H", "H", "H", "H", "H", "H", "H", "H", "H", "H", "H", "H", "H", "H", "H", "H", "H"],
  "positions_angstrom": [[3.99, 3.47, 1.93], [3.58, 2.31, 0.59], [4.02, 1.05, 0.64], [4.80, 0.56, 1.61], [5.00, -0.70, 1.27], [4.39, -1.01, 0.14], [3.76, 0.11, -0.30], [2.68, 0.25, -1.99], [3.00, 2.60, -0.18], [5.57, -1.43, 1.82], [4.38, -1.90, -0.34], [-0.58, 1.77, 0.13], [-1.48, 0.97, 1.04], [-3.06, 1.61, 0.73], [-3.47, 2.88, 1.30], [-3.47, 1.47, -0.65], [-0.85, 1.38, 2.56], [-1.67, 1.79, 3.69], [0.45, 2.03, 2.60], [-2.06, -0.57, 1.66], [-1.25, -1.71, 1.20], [-3.47, -0.95, 1.67], [-4.54, 3.03, 1.08], [-2.92, 3.74, 0.89], [-3.40, 2.89, 2.38], [-3.36, 0.43, -0.98], [-2.87, 2.10, -1.33], [-4.52, 1.74, -0.76], [-1.90, 2.85, 3.65], [-1.14, 1.60, 4.63], [-2.60, 1.22, 3.74], [0.35, 3.10, 2.39], [1.14, 1.60, 1.88], [0.90, 1.92, 3.59], [-1.42, -1.95, 0.15], [-1.45, -2.59, 1.80], [-0.18, -1.47, 1.32], [-3.90, -1.10, 0.68], [-4.07, -0.21, 2.20], [-3.55, -1.89, 2.22], [-4.56, 3.28, 4.73], [-5.83, 4.02, 5.03], [-5.48, 4.83, 6.51], [-5.47, 4.12, 7.78], [-4.36, 5.75, 6.39], [-6.91, 2.71, 5.16], [-7.85, 2.52, 6.24], [-6.47, 1.43, 4.62], [-7.13, 5.10, 4.58], [-7.12, 5.43, 3.14], [-7.50, 6.29, 5.35], [-5.35, 4.84, 8.59], [-4.66, 3.37, 7.85], [-6.42, 3.63, 7.97], [-4.52, 6.43, 5.55], [-3.41, 5.22, 6.22], [-4.27, 6.35, 7.29], [-7.38, 2.02, 7.10], [-8.68, 1.90, 5.91], [-8.29, 3.46, 6.57], [-5.81, 0.89, 5.31], [-5.94, 1.57, 3.68], [-7.34, 0.81, 4.41], [-6.31, 6.13, 2.88], [-8.07, 5.87, 2.84], [-6.98, 4.52, 2.55], [-6.74, 7.08, 5.34], [-7.73, 6.03, 6.38], [-8.41, 6.69, 4.91], [-0.18, -4.09, -3.83], [-1.23, -3.34, -4.58], [-2.00, -2.41, -3.34], [-2.95, -3.01, -2.41], [-1.07, -1.53, -2.67], [-2.15, -4.62, -5.21], [-3.59, -4.72, -5.13], [-1.54, -5.94, -5.21], [-1.76, -2.27, -5.88], [-0.70, -2.06, -6.88], [-2.49, -1.03, -5.66], [-3.39, -2.22, -1.80], [-2.49, -3.76, -1.74], [-3.78, -3.47, -2.94], [-0.53, -0.92, -3.40], [-0.33, -2.09, -2.08], [-1.60, -0.84, -2.00], [-3.91, -5.15, -4.18], [-3.97, -5.35, -5.93], [-4.08, -3.75, -5.26], [-1.61, -6.43, -4.23], [-0.49, -5.88, -5.48], [-2.03, -6.57, -5.95], [0.09, -1.39, -6.52], [-1.12, -1.63, -7.79], [-0.24, -3.01, -7.15], [-1.91, -0.25, -5.15], [-3.40, -1.21, -5.09], [-2.79, -0.65, -6.63], [7.03, -2.12, -1.45], [8.08, -2.07, -2.54], [8.69, -3.68, -2.41], [9.49, -4.11, -1.28], [7.70, -4.68, -2.78], [9.07, -0.87, -1.83], [10.48, -1.01, -1.55], [8.44, 0.02, -0.86], [8.87, -1.78, -4.09], [8.00, -1.06, -5.04], [9.65, -2.79, -4.80], [9.87, -5.11, -1.47], [8.94, -4.12, -0.33], [10.38, -3.49, -1.16], [7.28, -4.45, -3.77], [6.87, -4.73, -2.06], [8.17, -5.66, -2.85], [10.65, -1.50, -0.59], [10.96, -0.03, -1.51], [11.00, -1.56, -2.33], [8.37, -0.44, 0.14], [7.44, 0.30, -1.18], [9.02, 0.94, -0.78], [7.22, -1.70, -5.45], [8.59, -0.66, -5.87], [7.53, -0.21, -4.54], [9.05, -3.62, -5.18], [10.44, -3.18, -4.18], [10.12, -2.29, -5.66]],
  "lowdin_charge": [0.834, -0.390, -0.555, 0.152, -0.096, 0.071, -0.488, 1.074, 0.054, 0.153, 0.161, -0.335, 0.672, -0.329, -0.108, -0.137, -0.306, -0.128, -0.155, -0.282, -0.123, -0.120, 0.080, 0.092, 0.030, 0.053, 0.082, 0.086, 0.073, 0.087, 0.076, 0.086, 0.039, 0.083, 0.051, 0.083, 0.076, 0.071, 0.069, 0.089, -0.302, 0.681, -0.340, -0.114, -0.139, -0.308, -0.135, -0.136, -0.293, -0.129, -0.130, 0.083, 0.090, 0.051, 0.074, 0.078, 0.084, 0.077, 0.082, 0.077, 0.086, 0.058, 0.081, 0.080, 0.079, 0.074, 0.076, 0.074, 0.086, -0.302, 0.672, -0.329, -0.109, -0.167, -0.312, -0.134, -0.130, -0.294, -0.130, -0.132, 0.069, 0.093, 0.055, 0.065, 0.069, 0.062, 0.078, 0.083, 0.076, 0.085, 0.069, 0.082, 0.076, 0.080, 0.080, 0.073, 0.073, 0.087, -0.347, 0.714, -0.350, -0.112, -0.140, -0.313, -0.129, -0.145, -0.290, -0.131, -0.123, 0.086, 0.088, 0.052, 0.076, 0.075, 0.086, 0.080, 0.084, 0.077, 0.080, 0.057, 0.084, 0.079, 0.081, 0.076, 0.080, 0.074, 0.090],
  "charge": 1,
  "e_lumo_ha": -0.15186
}



No. 2
{
  "formula": "C26H75N14O7P4Sr",
  "method": "the ωB97M-V functional and the def2-TZVPD basis",
  "species": ["Sr", "N", "O", "O", "O", "O", "P", "N", "C", "C", "N", "C", "C", "N", "C", "C", "H", "H", "H", "H", "H", "H", "H", "H", "H", "H", "H", "H", "H", "H", "H", "H", "H", "H", "O", "P", "N", "C", "C", "N", "C", "C", "N", "C", "C", "H", "H", "H", "H", "H", "H", "H", "H", "H", "H", "H", "H", "H", "H", "H", "H", "H", "H", "O", "P", "N", "C", "C", "N", "C", "C", "N", "C", "C", "H", "H", "H", "H", "H", "H", "H", "H", "H", "H", "H", "H", "H", "H", "H", "H", "H", "H", "O", "P", "N", "C", "C", "N", "C", "C", "N", "C", "C", "H", "H", "H", "H", "H", "H", "H", "H", "H", "H", "H", "H", "H", "H", "H", "H", "H", "H", "C", "C", "N", "H", "H", "H"],
  "positions_angstrom": [[-7.64, 2.95, -22.40], [-8.50, 2.40, -25.32], [-7.45, 1.88, -24.91], [-8.89, 2.39, -26.49], [-9.22, 3.01, -24.46], [-8.33, 0.57, -22.51], [-9.09, -0.68, -22.82], [-10.76, -0.62, -22.67], [-11.39, 0.73, -22.54], [-11.62, -1.81, -22.76], [-8.57, -1.91, -21.82], [-8.81, -3.32, -22.08], [-8.34, -1.58, -20.40], [-8.86, -1.30, -24.35], [-9.80, -0.99, -25.45], [-7.52, -1.65, -24.80], [-12.38, 0.69, -22.12], [-11.38, 1.21, -23.53], [-10.67, 1.33, -21.99], [-11.11, -2.53, -23.40], [-12.60, -1.64, -23.21], [-11.74, -2.20, -21.75], [-9.79, -3.65, -21.72], [-8.75, -3.58, -23.14], [-8.05, -3.93, -21.59], [-8.19, -2.47, -19.81], [-7.44, -0.95, -20.40], [-9.05, -0.86, -19.98], [-10.77, -0.74, -25.00], [-9.45, -0.11, -25.99], [-10.01, -1.84, -26.09], [-6.91, -1.94, -23.94], [-7.05, -0.79, -25.29], [-7.58, -2.46, -25.53], [-14.99, 0.34, -29.13], [-14.12, 0.36, -27.95], [-14.46, 1.60, -26.88], [-15.66, 2.38, -27.09], [-13.74, 1.95, -25.68], [-12.47, 0.50, -28.20], [-11.74, 1.76, -28.47], [-11.72, -0.69, -28.60], [-14.38, -1.08, -27.06], [-13.85, -1.29, -25.73], [-14.65, -2.25, -27.88], [-16.58, 1.98, -26.64], [-15.91, 2.44, -28.16], [-15.51, 3.42, -26.80], [-14.30, 1.65, -24.79], [-13.50, 3.01, -25.62], [-12.79, 1.40, -25.59], [-10.68, 1.65, -28.24], [-11.77, 1.90, -29.56], [-12.22, 2.56, -27.92], [-12.04, -1.52, -27.95], [-11.95, -1.04, -29.61], [-10.67, -0.55, -28.37], [-14.29, -0.56, -25.05], [-14.05, -2.30, -25.38], [-12.77, -1.07, -25.73], [-13.79, -2.64, -28.46], [-15.48, -2.10, -28.56], [-14.85, -3.14, -27.27], [-11.30, 8.69, -25.71], [-12.60, 8.13, -25.29], [-12.63, 6.45, -25.27], [-11.57, 5.66, -25.88], [-13.82, 5.64, -25.10], [-13.86, 8.50, -26.34], [-14.48, 9.84, -26.30], [-13.86, 7.92, -27.68], [-13.17, 8.63, -23.82], [-14.48, 8.43, -23.22], [-12.21, 9.19, -22.83], [-11.81, 5.44, -26.93], [-11.32, 4.73, -25.38], [-10.66, 6.26, -25.90], [-14.61, 6.17, -24.58], [-13.54, 4.74, -24.54], [-14.21, 5.30, -26.07], [-13.77, 10.67, -26.34], [-15.23, 9.90, -27.07], [-14.99, 9.98, -25.34], [-14.86, 8.00, -28.10], [-13.17, 8.45, -28.34], [-13.55, 6.88, -27.65], [-14.63, 8.97, -22.28], [-15.29, 8.62, -23.92], [-14.54, 7.39, -22.88], [-11.24, 9.26, -23.31], [-12.23, 8.55, -21.95], [-12.55, 10.19, -22.57], [-5.17, 2.41, -22.81], [-3.74, 1.98, -22.85], [-3.66, 0.37, -22.37], [-4.81, -0.32, -21.74], [-2.37, -0.31, -22.49], [-2.74, 2.86, -21.85], [-2.27, 4.16, -22.36], [-3.00, 2.89, -20.41], [-3.16, 2.05, -24.42], [-4.06, 1.76, -25.52], [-1.74, 2.12, -24.77], [-5.66, -0.32, -22.41], [-4.98, 0.12, -20.75], [-4.46, -1.33, -21.51], [-2.02, -0.26, -23.52], [-2.43, -1.38, -22.26], [-1.68, 0.08, -21.74], [-3.10, 4.86, -22.48], [-1.42, 4.51, -21.77], [-1.78, 3.98, -23.32], [-3.86, 3.57, -20.25], [-3.36, 1.92, -20.08], [-2.10, 3.31, -19.97], [-4.00, 0.71, -25.80], [-5.08, 2.04, -25.25], [-3.86, 2.45, -26.35], [-1.09, 1.88, -23.93], [-1.52, 3.15, -25.09], [-1.52, 1.45, -25.60], [-7.26, 4.10, -28.97], [-7.60, 3.41, -30.20], [-7.84, 2.83, -31.16], [-7.08, 5.15, -29.23], [-6.36, 3.64, -28.57], [-8.05, 4.02, -28.23]],
  "lowdin_charge": [1.658, -0.578, -0.109, 0.037, -0.188, -0.438, 0.555, -0.297, -0.071, -0.084, -0.294, -0.110, -0.084, -0.287, -0.075, -0.088, 0.091, 0.065, 0.050, 0.075, 0.074, 0.086, 0.075, 0.077, 0.087, 0.088, 0.058, 0.080, 0.047, 0.077, 0.093, 0.071, 0.079, 0.091, -0.273, 0.541, -0.290, -0.104, -0.128, -0.293, -0.078, -0.105, -0.292, -0.118, -0.136, 0.087, 0.076, 0.068, 0.082, 0.043, 0.062, 0.059, 0.091, 0.067, 0.051, 0.092, 0.074, 0.065, 0.084, 0.048, 0.069, 0.079, 0.080, -0.284, 0.511, -0.301, -0.120, -0.116, -0.301, -0.100, -0.102, -0.301, -0.117, -0.090, 0.080, 0.065, 0.072, 0.062, 0.069, 0.069, 0.087, 0.082, 0.055, 0.083, 0.090, 0.060, 0.084, 0.069, 0.071, 0.066, 0.076, 0.083, -0.433, 0.561, -0.294, -0.082, -0.091, -0.309, -0.090, -0.079, -0.302, -0.086, -0.120, 0.057, 0.070, 0.085, 0.070, 0.084, 0.083, 0.092, 0.096, 0.048, 0.080, 0.075, 0.090, 0.095, 0.048, 0.094, 0.080, 0.081, 0.093, -0.069, -0.292, 0.130, 0.085, 0.078, 0.058],
  "charge": 1,
  "e_lumo_ha": -0.14329
}



E_tot in hartree, matching the order above: -6449.4558 -3725.0111
HOMO-LUMO gap in eV, matching the order above: 5.6 6.1
Largest force on an atom in hartree/bohr, matching the order above: 0.116 0.060